68
Properties=species:S:1:pos:R:3 method="wB97M-V/def2-TZVPD" orbital_gap_ev="8.1 / 7.7" multiplicity=3 charge=+2
V -0.62939 -0.30295 1.39480
O -2.67813 -0.42446 1.50891
C -2.24532 0.05806 0.45242
C -2.77052 0.52793 -0.80446
C -4.10737 0.76526 -1.13644
C -4.38754 1.23353 -2.40421
C -3.35440 1.44781 -3.32079
C -2.02803 1.20110 -2.98684
C -1.73634 0.74051 -1.71492
P -0.08361 0.34075 -1.02016
C 0.85700 1.83939 -1.47436
C 1.66395 1.96751 -2.60409
C 2.24189 3.19465 -2.91061
C 2.00821 4.30215 -2.10885
C 1.17520 4.19269 -1.00309
C 0.60849 2.96682 -0.68926
C 0.51452 -0.98453 -2.11691
C 1.88336 -1.21161 -2.27811
C 2.33240 -2.23642 -3.09901
C 1.42155 -3.05585 -3.75278
C 0.05872 -2.85019 -3.58301
C -0.39402 -1.81923 -2.76949
H -4.89682 0.59869 -0.41289
H -5.41241 1.43820 -2.69115
H -3.59561 1.81593 -4.31163
H -1.23699 1.37443 -3.70676
H 1.83435 1.12668 -3.25873
H 2.86561 3.28755 -3.79236
H 2.45968 5.25585 -2.35741
H 0.96129 5.06783 -0.39844
H -0.07965 2.88788 0.13933
H 2.60168 -0.57619 -1.77563
H 3.39675 -2.39237 -3.23459
H 1.77416 -3.84801 -4.40350
H -0.65418 -3.48294 -4.09871
H -1.46026 -1.65672 -2.66032
N -1.02807 -2.07438 3.10339
C -1.13291 -1.55103 4.48501
C -1.88140 -0.24214 4.43418
N -1.14339 0.67316 3.53141
H -1.95272 -2.37054 2.80523
H -0.44871 -2.90292 3.09932
H -0.12392 -1.38318 4.86304
H -1.62852 -2.24119 5.16317
H -1.98754 0.16946 5.43460
H -2.87810 -0.39582 4.02714
H -0.25913 0.90501 3.96916
H -1.65300 1.54502 3.45133
C -0.83100 -3.65426 0.25908
C 0.50534 -3.03854 0.52729
N 0.70969 -1.79739 0.91954
C 2.06487 -1.52018 1.06887
C 2.87793 -2.57145 0.82829
S 1.95244 -3.92699 0.37088
C 2.38587 -0.14957 1.46879
C 3.58749 0.45215 1.57426
S 3.38086 2.05536 2.11487
C 1.68686 1.85305 2.18756
N 1.29644 0.65703 1.80683
C 0.80920 2.96631 2.67160
H -1.60074 -2.88961 0.21319
H -1.09526 -4.37762 1.03192
H -0.82188 -4.18569 -0.69160
H 3.95711 -2.61495 0.89966
H 4.56942 0.04385 1.36932
H 1.15156 3.92215 2.27759
H 0.84103 3.03906 3.76150
H -0.21806 2.81617 2.35762


76
Properties=species:S:1:pos:R:3 method="wB97M-V/def2-TZVPD" orbital_gap_ev=7.3
In 0.13023 0.24549 -0.17414
Cl -2.65640 -6.08079 -0.13051
C -2.40205 -4.40082 -0.46324
C -1.66302 -3.64945 0.44442
C -1.41916 -2.30206 0.20069
N -0.61146 -1.47347 0.98769
C -0.53545 -1.60623 2.31818
O -0.94536 -2.52707 3.01599
C 0.09857 -0.41243 3.00526
C 0.38849 -0.48367 4.36180
C 0.93109 0.62333 4.98517
C 1.19709 1.75728 4.22796
C 0.90272 1.73157 2.87891
N 0.33638 0.68215 2.28484
C -1.97533 -1.69501 -0.95101
C -2.69880 -2.45782 -1.85069
C -2.90459 -3.81127 -1.61366
Cl -3.79912 -4.73185 -2.77736
N -1.76616 -0.31473 -1.05469
C -2.75465 0.51686 -1.37833
O -3.78531 0.28776 -1.99965
C -2.62298 1.87199 -0.69250
C -3.69834 2.74633 -0.78042
C -3.71339 3.87543 0.01489
C -2.65231 4.09273 0.88422
C -1.61816 3.17733 0.90551
N -1.58623 2.09397 0.12230
H -1.27715 -4.11007 1.34075
H 0.17093 -1.40504 4.88278
H 1.15448 0.60519 6.04415
H 1.64187 2.63891 4.66848
H 1.16153 2.56500 2.23479
H -3.12042 -1.99228 -2.72843
H -4.51044 2.47861 -1.44088
H -4.54785 4.56358 -0.02040
H -2.63294 4.94445 1.54976
H -0.77872 3.31086 1.57680
N 0.87407 -3.51400 -1.54483
C 1.09420 -2.50691 -2.42399
N 0.82456 -1.24511 -2.22709
C 1.25220 -0.48970 -3.30954
C 1.82859 -1.18513 -4.31369
S 1.86483 -2.85708 -3.94190
C 1.13105 0.97476 -3.31352
C 1.51543 1.76439 -4.34081
S 1.33756 3.41935 -3.92891
C 0.77205 2.94518 -2.36664
N 0.67412 1.65751 -2.19595
N 0.53661 3.87851 -1.39642
H 0.15501 -3.37015 -0.84648
H 0.92367 -4.45201 -1.90510
H 2.25130 -0.81501 -5.23099
H 1.89751 1.47515 -5.30359
H 0.47239 4.83181 -1.71297
H -0.17141 3.61521 -0.72963
O 4.24594 -2.90134 5.62740
C 3.87525 -3.37643 4.41318
O 3.77598 -4.55843 4.24842
C 3.59161 -2.36688 3.34639
C 3.95217 -1.02678 3.43576
C 3.64420 -0.14103 2.41595
C 2.97086 -0.57818 1.27951
S 2.56928 0.56607 -0.01389
C 2.64190 -1.93347 1.17499
C 2.94270 -2.81216 2.19733
H 4.21564 -1.93786 5.63891
H 4.50123 -0.64220 4.28925
H 3.92815 0.90025 2.49656
H 2.15039 -2.29110 0.27983
H 2.68141 -3.85974 2.12809
Cl -4.64528 3.76753 -4.39016
C -2.89169 3.92781 -4.51042
Cl -2.29943 5.01327 -3.23022
Cl -2.44210 4.58224 -6.09201
C -2.27857 2.61102 -4.35343
N -1.80097 1.57592 -4.22884


11
Properties=species:S:1:pos:R:3 method="wB97M-V/def2-TZVPD" smiles=CCSOS orbital_gap_ev=9.1
C -0.80752 -1.17231 0.15140
C 0.54599 -0.92063 0.80512
S 0.80950 1.16555 0.96965
O 1.11358 1.74615 -0.69115
S 0.00741 2.08049 -1.83218
H -0.77032 -0.77338 -0.83976
H -1.03494 -2.30352 0.09845
H -1.68106 -0.75342 0.62907
H 1.47824 -1.42177 0.21607
H 0.53410 -1.06582 1.92618
H -0.19499 3.41865 -1.43286


8
Properties=species:S:1:pos:R:3 method="wB97M-V/def2-TZVPD" orbital_gap_ev=11.0
O -3.95831 0.31494 0.31537
O -1.50959 0.38064 0.72416
O -2.38217 -0.08292 -1.47802
F -2.66506 -1.58586 0.39035
P -0.29534 1.38631 0.02504
S -2.66899 -0.13076 -0.10018
H -1.01489 1.52708 -1.17060
H -0.72118 2.64653 0.44814


17
Properties=species:S:1:pos:R:3 method="wB97M-V/def2-TZVPD" smiles="CC(C)=N/C(N)=N/O" orbital_gap_ev="8.9 / 8.9"
C 0.12461 -1.67845 1.73189
C -0.16160 -0.72187 0.60470
C -0.61606 -1.33884 -0.69608
N -0.39582 0.54065 0.95922
C 0.01543 1.33747 -0.03918
N -0.75033 2.35877 -0.50187
N 1.15941 0.93407 -0.56283
O 1.45543 1.63262 -1.76173
H -0.63886 -1.56863 2.50811
H 1.09567 -1.43517 2.16859
H 0.12082 -2.72001 1.40672
H -1.07806 -0.61157 -1.36475
H 0.23376 -1.80744 -1.19719
H -1.35869 -2.11770 -0.49306
H -1.37760 2.74707 0.18478
H -0.22300 3.02031 -1.05463
H 2.39489 1.42872 -1.89269


57
Properties=species:S:1:pos:R:3 method="wB97M-V/def2-TZVPD" orbital_gap_ev="5.9 / 7.1" multiplicity=5 charge=-1
O -1.40131 0.99974 -2.01031
C -0.00701 1.39407 -1.72156
C -0.29431 2.84313 -2.13661
H 0.60493 0.79778 -2.38934
H 0.33043 1.33635 -0.65932
C -1.80299 2.39215 -1.98388
H 0.02507 3.02807 -3.17432
H 0.03272 3.60906 -1.42810
C -2.80362 2.83383 -3.05490
H -2.71366 2.42154 -4.07808
H -2.71135 3.93726 -3.16942
H -3.82245 2.58961 -2.71450
C -2.36491 2.76502 -0.59892
H -1.72605 2.54896 0.29219
H -3.34910 2.25632 -0.41906
H -2.49996 3.85423 -0.48048
Cr 0.39157 -0.23983 2.60207
C 1.27682 2.00156 4.21394
C 2.38130 1.13690 4.20582
C 2.54252 0.60447 2.87777
H 3.08779 1.03111 5.02268
C 1.64164 1.34165 1.99387
C 0.78626 2.12872 2.88439
H 0.11591 2.91512 2.53943
H 0.88517 2.52261 5.08475
H 3.34753 -0.05388 2.56210
H 1.61366 1.31649 0.89994
C -1.69866 -0.98457 4.22633
C -1.85657 0.34194 3.76870
C -1.73794 0.35268 2.32523
H -2.11596 1.19246 4.40615
C -1.47001 -1.01439 1.88735
C -1.33329 -1.80195 3.10282
H -1.14731 -2.86989 3.15174
H -1.84323 -1.34475 5.25729
H -1.92326 1.20667 1.67310
H -1.38448 -1.37513 0.85794
O 0.54199 -1.35724 -2.64024
C -0.04730 -0.92286 -3.92591
C 0.48928 -1.77847 -5.09052
H 0.26387 0.13493 -4.17391
H -1.16137 -0.96322 -3.88760
C 1.48294 -2.75324 -4.43590
H 0.96982 -1.09697 -5.80830
H -0.32450 -2.30547 -5.60109
C 1.32166 -2.55226 -2.92026
H 2.48999 -2.50107 -4.77051
H 1.24688 -3.76905 -4.74933
H 2.30715 -2.50867 -2.43169
H 0.79809 -3.43150 -2.50631
Cl 0.70922 -4.58200 3.42342
C 1.82621 -3.32011 3.00176
Cl 1.41983 -1.81690 4.10111
Cl 3.49086 -3.73951 3.34116
C 1.72226 -2.99347 1.41735
O 1.73847 -4.00541 0.71811
O 1.65876 -1.75264 1.12187


Molar mass per entry: 596.64, 995.87, 110.20, 132.05, 115.14, 502.81 g/mol
Relative energy (zero: lowest compared OMol25 entry of this formula, charge and spin) per entry: 0.0, 40.4, 214.2, 119.6, 281.9, 42.5 kJ/mol